Here is an isolated molecule of CH5NO3S from OMol25. Energies are from ωB97M-V/def2-TZVPD.

Output
HOMO-LUMO gap (spin up / spin down) (eV): 5.963 / 7.349
Net charge: 0
Max |F| (Eh/bohr): 0.09566
Spin multiplicity: 3
E_HOMO (spin up / spin down) (eV): -5.3 / -10.7
Total energy (a.u.): -719.52628
Relative energy (zero: lowest compared OMol25 entry of this formula, charge and spin) (kJ/mol): 67.3

Element x y z (Å)
H 2.3221 -0.0557 0.7552
O 0.5667 -1.6467 0.4521
N 1.6693 0.4536 0.1814
S 0.8312 -0.8374 -0.6972
H -0.3451 0.6111 0.7080
C -1.1752 0.5557 0.0172
H 1.9166 1.1339 -0.5774
H -1.7224 1.4020 -0.2889
O -2.0640 -0.5050 0.2431
H -1.5779 -1.3070 0.3619
O -0.4214 0.1954 -1.1554

Atomic forces in eV per Å
H 0.995 0.550 -0.146
O -0.163 -2.215 2.970
N -0.558 2.527 -0.209
S -1.235 -0.502 -4.735
H -0.751 0.922 1.306
C 0.359 -2.991 -0.812
H 0.749 -0.890 1.428
H -0.599 1.150 0.320
O -1.003 1.771 0.347
H 0.662 -0.756 0.317
O 1.543 0.434 -0.786

***

Here is a structure of composition C31H46AuCl5OSi5 from OMol25. Energies are from ωB97M-V/def2-TZVPD.

Output
HOMO-LUMO gap (spin up / spin down) (eV): 7.063 / 5.248
Net charge: 0
Max |F| (Eh/bohr): 0.01410
Spin multiplicity: 3
E_HOMO (spin up / spin down) (eV): -6.7 / -8.6
Total energy (a.u.): -5168.29567
Relative energy (zero: lowest compared OMol25 entry of this formula, charge and spin) (kJ/mol): 147.4

Element x y z (Å)
H -3.2511 3.8791 -1.2801
C -1.3314 -3.4036 -2.7756
H 2.2536 -3.5138 3.4540
C 0.6084 4.4343 0.7702
Cl -3.4979 -4.3922 -1.5054
O -0.5463 1.9370 1.4903
C 3.6976 1.3217 0.9095
H 3.5314 6.1380 -1.1699
C -1.1842 4.4853 6.1923
H -2.7855 -1.4848 4.1921
C -2.1007 -0.7524 3.7567
H -1.0131 -3.3180 1.8151
H 4.6135 -1.6038 0.7004
H -2.5238 -0.3999 2.8132
C 2.3426 2.4096 3.3669
H -1.0795 2.3528 6.4172
H -4.5252 3.4066 0.8777
H -1.9205 6.1114 0.5163
H 3.4401 -1.0498 -0.5037
C 1.1305 5.6667 1.1780
H -2.9507 5.7539 1.9155
H 3.8387 -2.7867 3.1669
C -1.1775 5.5428 5.2917
H 4.6686 -0.7506 3.1088
H 1.7926 -4.0560 -0.6244
H 4.0393 -2.7049 -0.5769
H 0.8810 -0.7082 5.4216
Cl 0.8365 -2.6899 -4.2186
C 0.4342 -1.6731 5.1601
Au -0.8694 0.3334 0.2846
H -0.8514 1.9411 3.9814
H -1.0964 6.1449 3.2500
C -0.3138 -2.4702 -2.9547
C 3.9904 -0.0883 3.6541
Si -0.4523 -1.5888 3.5103
C 3.7473 -1.8988 0.1047
Cl 1.0594 -0.2302 -2.3392
C -1.0719 5.2983 3.9267
H -1.2552 6.5613 5.6537
C 1.2431 -3.6665 0.2397
H 2.5684 7.2240 0.8362
Cl -3.2643 -1.9585 0.4113
C 1.1949 3.8252 -0.3488
C -3.5667 3.1636 1.3519
H -3.3891 2.0908 1.2159
H 4.6626 0.8253 0.7839
H 3.0793 1.0967 0.0364
H 3.4277 -4.3452 2.4215
H 1.7011 3.0204 2.7303
H -0.0206 -4.0260 3.1015
C -1.1128 -1.1817 -1.0302
C -2.4325 3.9944 0.7311
C -2.3142 3.6455 -0.7608
H 2.6667 3.9362 -1.9082
C -0.9582 3.9949 3.4255
C -0.2255 -1.3831 -2.0896
H -0.2725 -1.9386 5.9533
C -1.0753 3.1835 5.7202
Si 2.8382 0.8435 2.5067
C 2.1769 6.2740 0.4916
H -1.2780 4.6749 7.2546
C -0.9577 2.9534 4.3558
Si 2.3805 -2.5384 1.1760
C -2.7447 5.4858 0.8763
H 3.8645 2.4033 0.9099
H -3.6350 5.7414 0.2895
H -1.7383 -3.6895 3.3730
H 1.2333 -2.4199 5.1547
C -2.1204 -2.1378 -0.8869
Si 0.9345 -0.4915 1.9238
H -1.5114 4.2063 -1.2469
H 0.9217 -4.4962 0.8695
H -3.6639 3.3520 2.4257
C -2.2429 -3.2367 -1.7356
H 0.8302 2.8541 -0.6758
C -0.8288 -3.3188 2.8925
H 3.4411 -0.6927 4.3832
H 1.8215 2.2436 4.3117
Cl -1.4629 -4.7524 -3.8344
H 3.2640 2.9660 3.5688
H -2.0408 0.1027 4.4307
C 3.0354 -3.3606 2.7070
Si -0.8215 3.5229 1.6026
H 0.3515 -3.1641 -0.1409
C 2.2366 4.4284 -1.0428
H -2.1138 2.5771 -0.9066
H 4.5997 0.6324 4.2091
C 2.7257 5.6602 -0.6262
H 0.7294 6.1623 2.0546

Atomic forces in eV per Å
H 0.018 -0.012 0.015
C -0.008 -0.013 -0.013
H 0.064 -0.052 -0.074
C 0.165 0.015 -0.041
Cl 0.007 0.003 -0.010
O 0.033 0.033 0.524
C 0.020 0.074 -0.156
H 0.010 -0.013 0.022
C 0.003 -0.027 -0.060
H 0.006 0.003 0.001
C -0.034 0.374 -0.164
H -0.051 -0.031 0.092
H -0.039 -0.014 -0.058
H -0.017 -0.034 0.053
C -0.453 0.064 0.149
H -0.001 0.006 -0.024
H 0.032 -0.002 0.010
H -0.045 -0.028 0.005
H -0.006 -0.044 -0.067
C 0.004 -0.075 -0.072
H 0.004 -0.008 -0.034
H -0.023 -0.057 -0.013
C 0.011 -0.048 -0.045
H -0.034 0.060 0.050
H -0.013 0.018 0.058
H 0.017 0.012 0.061
H -0.060 -0.062 0.012
Cl -0.029 0.008 0.008
C 0.128 0.027 0.151
Au 0.550 -0.016 -0.084
H -0.031 -0.022 0.035
H 0.023 -0.018 0.008
C 0.061 0.018 0.021
C 0.077 -0.229 0.093
Si 0.084 -0.237 0.100
C 0.113 0.200 -0.083
Cl -0.054 -0.058 0.090
C -0.052 -0.079 0.025
H -0.020 -0.024 -0.020
C -0.321 0.066 -0.147
H -0.025 -0.009 -0.028
Cl 0.042 0.018 -0.078
C -0.010 0.046 0.062
C 0.044 -0.003 -0.024
H -0.022 0.070 0.009
H -0.057 0.020 0.013
H 0.039 0.063 0.036
H -0.021 0.063 0.016
H 0.095 -0.011 0.050
H -0.068 0.039 -0.022
C -0.122 -0.161 -0.024
C -0.116 -0.131 -0.115
C -0.002 -0.005 0.070
H -0.015 0.024 0.026
C 0.101 0.038 0.094
C -0.043 0.091 0.033
H 0.048 -0.009 -0.038
C 0.000 0.078 -0.001
Si 0.361 -0.015 -0.269
C -0.030 -0.044 0.021
H 0.016 0.002 -0.015
C 0.019 -0.049 0.012
Si 0.135 -0.050 0.280
C 0.012 0.018 0.003
H -0.006 -0.060 0.003
H 0.027 -0.002 0.015
H 0.057 0.016 0.033
H -0.037 0.069 0.027
C 0.058 0.007 -0.045
Si -0.619 0.145 -0.348
H -0.038 0.002 0.008
H 0.020 0.008 -0.022
H -0.010 0.010 -0.046
C -0.034 0.011 0.060
H 0.022 0.052 0.003
C 0.101 -0.145 -0.178
H 0.066 0.088 -0.030
H 0.035 0.038 -0.008
Cl 0.006 -0.017 0.009
H 0.001 -0.045 -0.013
H 0.006 0.008 0.010
C 0.002 -0.076 0.204
Si -0.114 0.098 -0.167
H 0.041 -0.043 -0.011
C -0.054 -0.020 0.026
H -0.020 0.072 -0.018
H -0.019 -0.033 -0.054
C -0.022 -0.024 0.024
H 0.011 -0.017 -0.014

***

Here is a cluster of 3 separate species, CH7NO3 in total from OMol25. Energies are from ωB97M-V/def2-TZVPD.

Output
HOMO-LUMO gap (spin up / spin down) (eV): 10.457 / 5.684
Net charge: +1
Max |F| (Eh/bohr): 0.05607
Spin multiplicity: 2
E_HOMO (spin up / spin down) (eV): -15.6 / -15.6
Total energy (a.u.): -322.40614
Relative energy (zero: lowest compared OMol25 entry of this formula, charge and spin) (kJ/mol): 0.0

Element x y z (Å)
H 1.0815 0.5039 1.4686
H 0.7194 -0.6230 -0.4857
N 0.5966 0.0654 -1.2309
H -1.5961 -1.2074 -0.6077
H -0.5283 1.6732 -1.8404
O -1.2348 -1.9100 -0.0806
H 1.7316 -0.3123 2.4905
O -0.3599 1.6378 0.1364
H 0.8762 -0.0409 -2.1991
C -0.0723 1.1565 -0.9776
O 1.0544 -0.4006 1.8130
H -1.6221 -2.1377 0.7395

Atomic forces in eV per Å
H -0.129 -0.045 0.227
H 0.465 -0.361 0.054
N -0.598 1.119 0.232
H -1.218 0.012 0.547
H 0.272 0.583 0.179
O 2.342 -0.262 -1.661
H 0.161 -0.520 0.350
O -0.399 0.085 0.534
H -0.059 -0.684 0.147
C 0.268 -0.965 -1.099
O 0.076 0.728 -0.554
H -1.181 0.309 1.044

***

Here is a cluster of 3 separate species, C7H21BrO4SSi in total from OMol25. Energies are from ωB97M-V/def2-TZVPD.

Output
SMILES: O=[SH](=O)C[SiH2]Br.CC(C)O.CC(C)O
HOMO-LUMO gap (eV): 10.863
Net charge: 0
Max |F| (Eh/bohr): 0.00418
Spin multiplicity: 1
E_HOMO (eV): -10.3
Total energy (a.u.): -3841.95614

Element x y z (Å)
C -4.5401 2.8406 -0.6586
H 4.5901 -5.6273 -0.4221
H 6.3254 -3.9318 1.5612
C 0.1377 0.2817 0.2488
O -2.6253 4.2937 -0.8800
Si -0.4921 -0.5619 1.8258
H -4.4780 4.5522 -2.8519
H 3.9517 -3.2082 -0.2199
O 3.7099 -3.2133 1.7646
H -1.9553 -0.6496 1.8782
H -4.2834 2.2987 -1.5739
H -5.6187 2.7715 -0.5149
H -4.2515 4.7911 0.1846
C 4.3906 -3.7410 0.6269
H -4.0466 2.3429 0.1775
H 6.3934 -3.7908 -0.1993
H 0.0027 0.2131 2.9770
Br 0.3529 -2.6001 1.8956
H -5.7879 5.0629 -1.7812
C -4.7037 5.0359 -1.8972
H 4.0571 -3.6519 2.5495
H 0.7038 1.1822 0.4954
S -1.1261 0.7831 -0.8808
C 5.8780 -3.4366 0.6944
C 4.1177 -5.2286 0.4767
H 3.0457 -5.4164 0.4201
C -4.0522 4.2743 -0.7565
H 6.0452 -2.3642 0.7920
H -2.3957 3.8855 -1.7242
H -4.3306 6.0589 -1.9368
H 0.7736 -0.3825 -0.3407
H -1.6215 1.8830 -0.2549
O -2.1601 -0.2157 -0.9116
H 4.5150 -5.7739 1.3378
O -0.5218 1.2426 -2.1020

Atomic forces in eV per Å
C 0.129 -0.086 -0.006
H 0.003 0.003 0.000
H 0.006 -0.018 -0.016
C -0.187 0.106 -0.014
O 0.013 -0.081 0.040
Si 0.025 -0.063 0.054
H -0.023 -0.013 0.003
H 0.000 0.000 0.004
O 0.038 0.007 -0.006
H -0.021 0.057 -0.062
H -0.049 -0.031 0.008
H -0.002 0.065 -0.002
H 0.029 0.014 -0.005
C 0.022 -0.038 -0.013
H -0.065 -0.054 0.003
H -0.003 -0.003 -0.001
H 0.053 -0.052 0.007
Br -0.016 0.030 0.019
H 0.001 -0.006 0.004
C 0.044 0.016 -0.014
H -0.004 0.007 0.001
H 0.089 -0.028 -0.086
S -0.084 0.087 -0.036
C -0.004 0.036 0.027
C -0.039 0.001 0.022
H 0.002 0.005 -0.002
C -0.015 -0.013 -0.028
H -0.005 -0.002 -0.003
H 0.009 0.066 -0.029
H -0.002 -0.002 0.005
H 0.037 -0.036 0.090
H -0.035 -0.024 0.011
O 0.054 0.031 -0.022
H 0.019 -0.004 -0.014
O -0.023 0.022 0.063

***

Here is a cluster of 14 separate species, H27O14 in total from OMol25. Energies are from ωB97M-V/def2-TZVPD.

Output
HOMO-LUMO gap (eV): 9.847
Net charge: -1
Max |F| (Eh/bohr): 0.12241
Spin multiplicity: 1
E_HOMO (eV): -7.2
Total energy (a.u.): -1069.52276
Relative energy (zero: lowest compared OMol25 entry of this formula, charge and spin) (kJ/mol): 431.3

Element x y z (Å)
H 2.4653 -0.0166 -1.1931
H 4.7100 -2.0321 0.7898
H -2.7039 -1.3719 -1.0964
H -2.4238 2.0941 2.3113
H 1.5125 1.1211 -3.8661
O -1.9346 2.9745 2.3481
H -4.0593 0.4055 2.0719
O 1.7205 -2.0346 1.5102
H 1.1746 -1.8729 0.6558
H -4.6090 -0.9499 1.9751
O -4.6289 -0.0867 2.6505
H 2.4853 1.7810 -1.1769
H -0.0019 -0.4477 0.4510
H 4.1017 -0.6984 0.4200
H -1.7553 0.1016 0.7692
H 0.5486 -2.3812 -2.2323
O 0.7972 -2.0842 -1.3978
O 5.0263 -1.0799 0.5519
O -0.2641 -0.1705 -0.4199
O 1.1983 2.0492 2.3825
O -1.2166 0.5706 -2.8955
H 1.5249 2.7032 -1.8096
H -0.7392 0.3975 -3.7329
H 0.2223 -1.2947 -1.2129
O -2.6525 -2.2971 -0.6708
H 0.4634 1.8366 1.7352
H -0.7616 -1.4894 1.8910
O 2.4062 2.3997 -1.8108
H 0.7324 2.7792 2.7457
H 1.4025 -0.0184 -0.1345
H -1.0135 -2.9891 1.6502
O 1.0542 0.7857 -4.5613
O 2.2829 0.3772 -0.3496
H -0.7455 0.2813 -2.2027
H -2.3189 1.3767 0.1850
H -1.1839 2.9020 1.8511
H 0.3086 1.3797 -4.7880
H -2.4700 -1.9818 0.1661
O -2.4235 0.8322 1.0016
H 2.5457 -1.9823 1.1511
O -1.2920 -2.1904 1.9891

Atomic forces in eV per Å
H 0.117 -0.636 -0.775
H 1.391 2.259 -0.567
H 0.162 -2.238 0.186
H 1.442 1.579 -0.268
H 2.019 1.955 3.453
O -3.953 -0.208 2.657
H 0.821 1.126 -0.301
O -4.941 0.220 -0.713
H 1.155 -0.950 1.815
H -0.410 2.942 3.031
O -0.439 -4.156 -2.734
H 0.089 -3.330 3.920
H -0.121 -0.205 0.693
H 1.579 0.203 0.036
H -0.979 1.259 0.069
H -0.546 -1.102 -2.152
O 1.365 -0.148 1.304
O -3.012 -2.287 0.469
O -0.940 0.959 0.495
O -1.444 -0.946 -1.893
O -3.215 1.886 -5.072
H -1.509 0.420 0.214
H -0.185 -0.261 1.351
H -0.264 0.203 0.527
O -1.102 1.784 -3.736
H 1.669 -0.595 0.518
H 3.634 3.236 -0.586
O 1.236 3.809 -4.696
H -0.110 1.398 1.396
H 0.201 0.895 -0.595
H 1.653 -2.098 -1.318
O -2.818 -1.496 -4.095
O 0.715 -0.755 1.285
H 3.036 -1.738 4.147
H -0.211 -0.461 0.855
H 2.608 -0.589 -2.115
H 1.146 -0.163 0.388
H 0.912 0.334 3.463
O 0.887 -1.136 -1.563
H 3.698 0.263 -1.222
O -5.336 -1.232 2.130